No. 1
{"formula": "C3H2Cl2O", "method": "the ωB97M-V functional and the def2-TZVPD basis", "species": ["H", "Cl", "O", "Cl", "H", "C", "C", "C"], "positions_angstrom": [[-0.347006, -0.070033, 1.624197], [2.416003, -1.844530, -0.251146], [3.201181, 1.314125, 0.855072], [-1.005582, -1.847703, 0.518475], [-0.444194, 0.439893, -0.237129], [1.536648, -0.458460, 0.395552], [-0.010967, -0.322975, 0.571781], [2.390981, 0.526133, 0.641879]], "forces_ev_per_a": [[1.239, 0.661, -1.355], [-0.561, -1.590, -0.488], [2.707, 1.988, 0.395], [0.493, -0.047, -0.701], [1.031, -1.680, 1.876], [-1.351, 0.266, 0.176], [-0.514, 0.509, -0.319], [-3.044, -0.108, 0.415]], "homo_energy_ev": [-6.56, -11.21], "spin_multiplicity": 3, "total_charge": 0, "e_lumo_ev": [0.54, -2.43], "homo_lumo_gap_ev": [7.1, 8.8]}

No. 2
{"formula": "C3H2ClF", "method": "the ωB97M-V functional and the def2-TZVPD basis", "species": ["C", "H", "F", "C", "H", "C", "Cl"], "positions_angstrom": [[0.168294, 0.435120, 0.476184], [-3.163241, -0.978888, -0.247938], [0.655715, 1.497965, -0.349386], [-1.326346, 0.295685, 0.262314], [0.715724, 0.708043, 1.563557], [-2.332688, -0.375509, -0.220256], [1.028854, -0.902507, -0.075329]], "forces_ev_per_a": [[0.941, 3.354, 1.597], [-1.658, -0.764, -0.418], [-0.896, -0.326, 0.724], [-4.153, -4.400, -2.486], [-2.577, -0.683, -2.570], [7.549, 5.036, 3.700], [0.794, -2.217, -0.546]], "homo_energy_ev": -10.64, "smiles": "C#C[C@H](F)Cl", "total_charge": 0, "e_lumo_ev": 0.40, "homo_lumo_gap_ev": 11.0}

no.,F_max (Eh/bohr),E_tot (eV)
1,0.0658,-30231.377
2,0.1906,-18379.544